Computed, not measured: an isolated molecule of H3N3O2 at a distorted geometry, with ωB97M-V/def2-TZVPD.

Output
HOMO   -10.50 eV
Orbital gap   11.07 eV
LUMO   0.0210 Ha

The geometry in ORCA input format:
```
! wB97M-V def2-TZVPD RIJCOSX def2/J DEFGRID3
* xyz 0 1
N -1.252 -0.239 -0.006
N -0.135 0.620 0.005
N 1.063 0.016 -0.094
O 1.077 -1.193 -0.150
O 2.010 0.767 -0.152
H -1.621 -0.422 -0.888
H -1.109 -1.043 0.589
H -0.034 1.494 0.697
*
```

The Mulliken scheme yields these atomic charges, measured in e:
1 N -0.434
2 N -0.305
3 N 1.116
4 O -0.589
5 O -0.614
6 H 0.248
7 H 0.274
8 H 0.304

Computed, not measured: an isolated molecule of H3N3O2 at a distorted geometry, with ωB97M-V/def2-TZVPD.

Output
HOMO   -10.66 eV
Orbital gap   11.49 eV
LUMO   0.0307 Ha

The geometry in ORCA input format:
```
! wB97M-V def2-TZVPD RIJCOSX def2/J DEFGRID3
* xyz 0 1
N 0.563 -0.172 -0.255
N -0.735 0.561 -0.037
N -1.915 -0.077 -0.022
O -1.897 -1.281 0.035
O -2.912 0.632 -0.036
H 0.775 -0.473 0.764
H 0.474 -1.008 -0.876
H -0.750 1.629 0.090
*
```

The Mulliken scheme yields these atomic charges, measured in e:
1 N -0.502
2 N -0.280
3 N 1.180
4 O -0.612
5 O -0.635
6 H 0.284
7 H 0.310
8 H 0.255

Computed, not measured: a cluster of 2 separate species, H3N3O2P in total at a distorted geometry, with ωB97M-V/def2-TZVPD.

Output
HOMO   -2.42 eV
Orbital gap   6.87 eV
LUMO   0.1637 Ha

The geometry in ORCA input format:
```
! wB97M-V def2-TZVPD RIJCOSX def2/J DEFGRID3
* xyz -1 1
N 2.776 -1.009 0.420
N 2.687 -0.190 -0.334
N -0.371 0.696 -0.238
O -0.590 -1.892 -0.309
O -2.682 -0.459 -0.295
P -1.403 -0.594 0.445
H 0.323 -1.891 -0.027
H 0.321 1.026 0.422
H -0.987 1.465 -0.475
*
```

The Mulliken scheme yields these atomic charges, measured in e:
1 N -0.048
2 N 0.042
3 N -0.578
4 O -0.352
5 O -0.494
6 P -0.243
7 H 0.237
8 H 0.192
9 H 0.245

Computed, not measured: a cluster of 2 separate species, H3N3O2S in total at a distorted geometry, with ωB97M-V/def2-TZVPD.

Output
HOMO (alpha / beta)   -10.56 / -10.28 eV
Orbital gap (alpha / beta)   8.05 / 9.56 eV
LUMO (alpha / beta)   -0.0925 / -0.0262 Ha

The geometry in ORCA input format:
```
! wB97M-V def2-TZVPD RIJCOSX def2/J DEFGRID3
* xyz 0 1
N 1.825 -0.059 -0.213
N -0.469 -0.436 -0.618
N -0.925 0.708 0.052
O -0.208 1.669 0.030
O -2.022 0.726 0.619
S -1.085 -1.820 -0.064
H 1.835 0.914 0.174
H 1.854 0.137 -1.226
H -0.804 -1.840 1.246
*
```

The Mulliken scheme yields these atomic charges, measured in e:
1 N -0.468
2 N -0.257
3 N 1.080
4 O -0.595
5 O -0.548
6 S 0.023
7 H 0.296
8 H 0.270
9 H 0.199

Computed, not measured: a cluster of 2 separate species, H3N3O2S in total at a distorted geometry, with ωB97M-V/def2-TZVPD.

Output
HOMO (alpha / beta)   -8.62 / -8.22 eV
Orbital gap (alpha / beta)   8.27 / 7.77 eV
LUMO (alpha / beta)   -0.0127 / -0.0166 Ha

The geometry in ORCA input format:
```
! wB97M-V def2-TZVPD RIJCOSX def2/J DEFGRID3
* xyz 0 1
N -1.034 1.008 -0.027
N -0.610 -0.149 0.485
N 1.415 0.033 0.042
O 1.549 1.035 -0.626
O 2.066 -0.906 0.195
S -1.145 -1.524 -0.364
H -0.784 1.794 0.701
H -0.868 0.983 -1.013
H -0.590 -2.275 0.607
*
```

The Mulliken scheme yields these atomic charges, measured in e:
1 N -0.367
2 N -0.156
3 N 0.754
4 O -0.490
5 O -0.470
6 S -0.058
7 H 0.304
8 H 0.293
9 H 0.192

Computed, not measured: a structure of composition H3N3O2S at a distorted geometry, with ωB97M-V/def2-TZVPD.

Output
HOMO (alpha / beta)   -9.31 / -9.29 eV
Orbital gap (alpha / beta)   7.61 / 7.75 eV
LUMO (alpha / beta)   -0.0624 / -0.0564 Ha

The geometry in ORCA input format:
```
! wB97M-V def2-TZVPD RIJCOSX def2/J DEFGRID3
* xyz 0 1
N -0.775 -0.493 0.225
N -0.153 0.648 0.151
N -0.362 1.343 -1.000
O -1.349 1.075 -1.632
O 0.398 2.223 -1.185
S 2.149 0.290 0.125
H -1.233 -0.991 -0.628
H -1.056 -0.993 1.075
H 1.775 -0.866 -0.476
*
```

The Mulliken scheme yields these atomic charges, measured in e:
1 N -0.215
2 N -0.348
3 N 1.232
4 O -0.641
5 O -0.548
6 S -0.122
7 H 0.265
8 H 0.238
9 H 0.140

Computed, not measured: a cluster of 2 separate species, H3N3O3S in total at a distorted geometry, with ωB97M-V/def2-TZVPD.

Output
HOMO   -9.58 eV
Orbital gap   8.89 eV
LUMO   -0.0255 Ha

The geometry in ORCA input format:
```
! wB97M-V def2-TZVPD RIJCOSX def2/J DEFGRID3
* xyz 0 1
N 1.493 -0.377 -0.039
N 0.800 -0.064 0.829
N -1.986 -1.325 0.483
O 2.519 0.604 -0.690
O -1.210 -1.857 -0.243
O -2.108 -0.109 0.527
S -1.260 1.157 -0.425
H 1.389 -1.146 -0.764
H 2.462 1.299 -0.131
H -2.098 1.817 0.453
*
```

The Mulliken scheme yields these atomic charges, measured in e:
1 N 0.447
2 N -0.533
3 N 0.481
4 O -0.516
5 O -0.432
6 O -0.194
7 S -0.089
8 H 0.282
9 H 0.327
10 H 0.227

Computed, not measured: a cluster of 2 separate species, H3N3O4S in total at a distorted geometry, with ωB97M-V/def2-TZVPD.

Output
HOMO (alpha / beta)   -8.63 / -9.90 eV
Orbital gap (alpha / beta)   6.31 / 8.53 eV
LUMO (alpha / beta)   -0.0851 / -0.0505 Ha

The geometry in ORCA input format:
```
! wB97M-V def2-TZVPD RIJCOSX def2/J DEFGRID3
* xyz 0 1
N -1.405 0.903 1.948
N -0.445 0.284 1.621
N -0.110 -0.710 1.041
O 1.523 -1.937 0.092
O 1.004 -1.413 1.308
O 1.194 0.664 -0.755
O -0.169 0.851 -1.132
S -0.641 0.466 -2.617
H -1.411 1.875 1.765
H 1.373 -0.226 -0.994
H -0.913 -0.757 -2.276
*
```

The Mulliken scheme yields these atomic charges, measured in e:
1 N -0.572
2 N 0.577
3 N 0.086
4 O -0.429
5 O 0.058
6 O -0.296
7 O -0.184
8 S -0.033
9 H 0.294
10 H 0.361
11 H 0.140

Energy relative to the best compared isomer or geometry (same formula, charge and spin) values, unit kJ/mol, following the record order: 38.93, 60.41, 9.24, 431.71, 296.47, 351.70, 433.07, 807.40.